ORCA calculation (the ωB97M-V functional and the def2-TZVPD basis) on an isolated molecule of C5H7NO.

Values from the calculation:
E_LUMO   0.941 eV
Energy above the lowest of the compared OMol25 structures with the same formula, charge and spin   60.72 kcal per mole
Max |F|   0.046 Eh/bohr
Structure (SMILES)   O=C1CN2CC[C@@H]12
E_tot   -324.62771 Ha
HOMO   -9.3 eV

Last column: Mulliken charge in e.
Atoms and positions in Å:
O (1.563, 1.781, -0.789)  -0.566
C (1.128, 0.681, -0.614)  0.469
C (1.606, -0.455, 0.181)  -0.512
N (0.109, -1.056, 0.056)  -0.400
C (-0.929, -0.445, 0.940)  -0.352
C (-1.402, 0.502, -0.181)  -0.658
C (-0.190, -0.008, -0.959)  0.080
H (2.288, -1.170, -0.273)  0.256
H (2.050, -0.170, 1.138)  0.275
H (-0.504, 0.055, 1.815)  0.246
H (-1.663, -1.182, 1.278)  0.313
H (-1.408, 1.571, 0.041)  0.264
H (-2.352, 0.211, -0.631)  0.256
H (-0.298, -0.315, -2.001)  0.329